The following is a DFT calculation (wB97M-V/def2-TZVPD) of 11 unconnected molecules or ions with the total composition C22H62F6N2O10P at a distorted geometry.

The geometry in XYZ format:
```
103
Properties=species:S:1:pos:R:3:forces:R:3
P -2.71310 -1.29569 -0.17252 0.0 -1.9 0.8
F -4.00052 -2.08519 -0.96270 0.8 1.3 1.3
F -3.56235 0.04015 0.09681 -0.3 0.6 -1.2
F -3.14075 -1.63484 1.34101 -0.4 -1.2 0.2
F -1.34070 -0.64247 0.37645 0.3 0.1 1.0
F -1.98319 -2.81253 -0.23340 0.0 1.4 -0.4
F -2.18314 -0.79027 -1.56479 -0.4 -0.2 -1.8
C -5.76775 -5.32787 6.11273 -0.1 -1.4 -1.0
C -4.96010 -6.35512 5.24157 -1.1 0.4 -0.4
O -5.38332 -7.67653 5.51729 0.7 -1.2 1.5
H -5.54192 -4.28175 5.90601 0.1 -0.1 0.1
H -5.70644 -5.60128 7.16610 0.5 0.2 0.0
H -6.80698 -5.54806 5.86857 -0.2 0.4 -0.1
H -3.88527 -6.26136 5.39669 0.0 -0.3 0.2
H -5.12804 -6.29937 4.16603 0.1 1.2 -0.1
H -6.13472 -8.02181 5.02967 0.1 0.8 -0.3
C -2.93911 -9.12522 -1.49615 0.4 0.5 -0.1
C -4.39224 -9.18736 -1.92027 -0.3 0.7 0.1
O -4.65746 -8.33196 -3.03354 0.6 0.2 -0.3
H -2.24131 -9.19983 -2.33019 -0.1 -0.4 -0.1
H -2.70126 -9.85042 -0.71794 -0.1 -0.3 -0.3
H -2.69622 -8.17212 -1.02635 -0.3 0.2 -0.1
H -4.95521 -8.76422 -1.08834 -0.4 -0.6 0.3
H -4.73387 -10.18341 -2.20179 0.1 -0.2 0.4
H -5.57888 -8.42456 -3.28653 0.0 0.0 0.1
O -7.38340 -0.02279 -3.69584 -0.3 0.1 -0.1
H -6.56365 0.32299 -4.04896 0.2 0.1 -0.1
H -7.11330 -0.73321 -3.11396 0.1 -0.2 0.2
O -3.11375 1.49963 -5.75706 -0.2 0.2 -0.1
H -2.60894 1.07832 -5.06143 0.1 -0.1 0.3
H -2.80679 1.08305 -6.56234 0.0 -0.1 -0.2
O 0.79067 -1.11750 5.16024 0.2 0.1 0.3
H 0.29655 -1.92365 5.01130 -0.2 -0.2 -0.1
H 0.89581 -0.73596 4.28870 0.0 0.1 -0.3
O -8.51556 -4.76821 -3.23676 -0.2 0.1 0.0
H -8.64469 -5.51466 -3.82190 0.0 -0.1 -0.2
H -7.72942 -4.98825 -2.73697 0.3 0.1 0.2
O -7.42719 1.49028 2.77086 -0.3 0.1 0.0
H -7.08502 1.37632 3.65752 0.1 0.0 0.2
H -6.66774 1.36286 2.20233 0.2 -0.1 -0.2
O -2.04063 -4.99964 -4.64992 0.1 0.0 -0.3
H -1.98974 -4.44436 -3.87191 0.0 0.2 0.3
H -2.55213 -5.75873 -4.36996 -0.2 -0.2 0.1
C 6.33869 -1.61866 -1.04289 0.3 0.2 0.5
C 6.15517 -1.89843 -2.53226 -1.5 1.6 0.0
C 5.03911 -0.85716 -3.04114 -0.8 -1.0 0.5
C 4.91260 -0.68216 -4.55496 1.0 0.0 1.6
C 6.29383 -0.19860 -5.01902 -0.9 -1.1 -1.2
C 7.50999 -1.09464 -4.58490 -0.3 0.1 -1.5
N 7.38316 -1.58070 -3.21465 0.4 0.9 0.3
O 8.39609 -2.50896 -2.84577 -0.1 0.0 -0.5
C 7.63616 -2.21182 -5.65996 1.7 -0.1 0.0
C 8.76553 -0.17695 -4.66679 0.0 -0.3 0.3
C 5.68327 -3.31057 -2.80159 0.4 -0.4 -0.5
H 5.40658 -1.54615 -0.48252 -0.2 -0.1 -0.3
H 6.85000 -0.66414 -0.91810 0.0 0.1 -0.1
H 6.94316 -2.35992 -0.52018 0.1 -0.2 -0.2
H 4.10905 -1.27396 -2.65467 -0.1 -0.1 0.2
H 5.10653 0.11068 -2.54430 0.6 0.1 0.0
H 4.12591 -0.01140 -4.90038 0.1 0.4 0.5
H 4.59713 -1.62953 -4.99211 0.5 -0.3 -0.2
H 6.47440 0.87317 -4.93651 -0.1 -0.1 0.7
H 6.07791 -0.34875 -6.07681 1.3 0.2 -0.6
H 8.52756 -2.79389 -5.42608 -0.3 -0.7 0.6
H 6.80516 -2.87686 -5.89502 -0.2 0.2 0.5
H 8.02830 -1.83475 -6.60450 -0.6 0.7 -0.2
H 8.88591 0.26616 -5.65535 -0.4 0.2 0.0
H 8.67178 0.57753 -3.88571 -0.1 0.3 -0.2
H 9.73324 -0.64352 -4.48251 -0.2 -0.6 0.1
H 6.38145 -4.06053 -2.42987 0.2 0.2 0.0
H 5.70779 -3.35153 -3.89055 -0.5 -0.7 -0.1
H 4.71496 -3.58461 -2.38281 -0.1 0.4 -0.2
H 8.98224 -1.98516 -2.29472 0.1 0.0 0.1
C -3.22741 6.86614 4.15249 0.4 -0.7 0.6
C -1.92865 7.21997 3.44855 0.8 1.2 -0.9
C -1.68097 8.75446 3.54486 0.5 -1.2 0.2
C -0.25283 9.23898 3.21528 -0.6 -1.9 1.4
C 0.76608 8.42678 4.09551 -0.3 -0.2 -0.7
C 0.65166 6.84347 3.99390 0.4 1.0 -0.2
N -0.79902 6.48762 4.14172 0.4 1.7 0.4
O -0.94850 5.11899 4.07691 -0.4 -0.7 -0.1
C 1.34662 6.39415 2.67569 -0.6 0.0 -0.4
C 1.50292 6.17611 5.12376 -0.6 0.0 0.3
C -2.06831 6.93282 1.92823 0.6 -0.7 0.5
H -3.36803 5.79238 4.02850 -0.3 0.0 0.1
H -4.13490 7.38498 3.84368 0.3 0.2 -0.4
H -3.08570 7.04834 5.21778 -0.1 0.0 0.1
H -2.41790 9.20089 2.87723 -0.1 0.3 0.3
H -1.84190 9.01723 4.59040 -0.3 0.3 0.0
H -0.32671 10.25706 3.59756 0.9 0.3 -0.8
H 0.02153 9.05661 2.17625 -0.2 0.7 -0.1
H 0.70335 8.80958 5.11415 -0.1 -0.4 0.2
H 1.75302 8.68652 3.71267 0.2 0.0 0.2
H 1.39510 7.15705 1.89867 -0.3 0.2 0.0
H 2.38203 6.09291 2.83470 -0.1 -0.1 0.2
H 0.81303 5.55316 2.23287 0.1 -0.2 0.0
H 1.48805 5.08763 5.17920 -0.9 -0.1 -0.4
H 2.58004 6.28997 5.00150 0.0 1.0 -0.1
H 1.18262 6.53836 6.10063 0.1 0.1 0.1
H -2.87169 7.48337 1.43874 -0.1 0.1 0.3
H -2.28012 5.87208 1.79390 0.0 -0.1 -0.3
H -1.14271 7.18467 1.41062 0.0 -0.1 -0.1
H -1.06059 4.93014 3.14236 0.1 -0.6 -0.4
```
Forces are in eV/Å.

Output
* LUMO level: 1.9 eV
* total charge: -1

These are the Löwdin partial charges, in e, on atoms 1 to 5: atom 1 (P): 0.171, atom 2 (F): -0.238, atom 3 (F): -0.173, atom 4 (F): -0.184, atom 5 (F): -0.188

The following is a DFT calculation (wB97M-V/def2-TZVPD) of 7 unconnected molecules or ions with the total composition C22H62N4O7 at a distorted geometry.

The geometry in XYZ format:
```
95
Properties=species:S:1:pos:R:3:forces:R:3
C 1.47043 3.38085 -6.17818 0.2 0.0 -0.3
C 0.58019 2.21366 -6.52742 -0.5 -0.1 0.1
C 0.49623 1.20426 -5.38541 0.5 0.0 -0.6
O 1.76610 0.63656 -5.10686 0.0 0.6 -0.1
C 1.68429 -0.13367 -3.94526 0.2 -0.8 0.0
N -0.76954 2.73515 -6.83185 0.0 -0.3 0.0
H 1.51127 4.04525 -7.04055 0.0 0.2 0.1
H 2.48447 3.05823 -5.94780 0.0 0.0 0.2
H 1.03243 3.90903 -5.32839 0.4 0.0 -0.3
H 0.94460 1.71678 -7.42953 0.1 0.0 0.0
H -0.17162 0.38974 -5.69806 -0.2 0.1 0.3
H 0.11334 1.73609 -4.50164 -0.1 -0.4 -0.1
H 1.31152 0.43972 -3.09042 0.0 -0.1 0.0
H 2.66672 -0.54697 -3.71477 0.1 0.3 0.0
H 1.04549 -1.01290 -4.13551 -0.2 0.2 0.2
H -1.31613 2.79348 -5.97249 0.1 0.1 -0.1
H -1.26064 2.07420 -7.42424 0.0 0.1 0.0
C -2.18535 -1.24126 -4.53157 0.0 0.1 0.1
C -1.76244 -1.73432 -3.14752 0.8 -0.7 -0.6
C -2.70882 -1.25953 -2.09915 -0.5 -0.1 0.1
O -2.80552 0.14128 -2.25836 -0.4 0.3 0.5
C -4.07191 0.65497 -1.85833 0.2 -0.5 0.5
N -1.55905 -3.17814 -2.97416 -0.5 -0.5 -0.4
H -1.98541 -0.16933 -4.54846 -0.3 0.0 -0.3
H -3.24295 -1.43085 -4.73659 0.0 0.0 0.1
H -1.60434 -1.68837 -5.33916 0.1 -0.1 0.1
H -0.78954 -1.26984 -2.94276 0.0 -0.1 0.0
H -2.37998 -1.53946 -1.09010 0.1 0.2 0.0
H -3.68871 -1.74772 -2.22244 0.0 0.2 -0.2
H -4.82279 0.41884 -2.61525 0.0 0.3 -0.1
H -3.95317 1.71835 -1.67186 -0.2 0.1 -0.3
H -4.39210 0.18455 -0.92124 0.0 0.1 0.0
H -1.21738 -3.61158 -3.82912 0.4 0.3 0.1
H -2.44449 -3.67192 -2.85702 0.0 0.3 0.2
C -1.44892 0.88967 6.88567 -0.6 -0.5 0.3
C -0.09250 1.11599 7.50707 -0.1 -0.2 0.8
C 0.71668 2.07444 6.68592 0.2 0.4 -0.5
O 0.98302 1.49899 5.42696 -0.2 0.0 -0.2
C 1.35944 2.43982 4.45522 0.7 0.0 -0.2
N -0.24242 1.59821 8.89598 -0.1 -0.2 -0.4
H -1.35968 0.39848 5.91867 0.0 0.2 -0.1
H -2.02714 1.81497 6.79296 0.2 0.1 -0.1
H -2.04592 0.22628 7.52023 0.1 0.0 0.0
H 0.42573 0.15283 7.54758 0.1 0.0 -0.1
H 1.66822 2.32826 7.17325 0.0 0.1 0.1
H 0.12559 2.99589 6.55707 0.1 0.0 0.0
H 2.33251 2.90664 4.68210 -0.2 0.0 0.2
H 0.62350 3.23862 4.31264 -0.1 -0.1 0.1
H 1.51090 1.89790 3.52322 -0.2 0.0 0.0
H -1.07043 2.17582 8.97224 0.1 0.1 0.0
H 0.56172 2.15106 9.16644 0.0 0.0 0.1
C 1.05527 -2.48179 4.05919 -0.6 -0.4 -0.7
C -0.06328 -3.48959 3.77364 0.4 0.1 0.1
C 0.35988 -4.47381 2.68695 -0.5 -0.7 -0.4
O 0.82274 -3.87525 1.49536 0.5 0.0 0.3
C -0.18843 -3.41824 0.65760 -0.5 0.5 -0.9
N -0.41618 -4.18448 5.01903 0.0 0.1 -0.2
H 1.90873 -3.05500 4.42683 0.1 0.3 0.3
H 0.70331 -1.70053 4.72719 0.2 -0.1 0.3
H 1.34918 -2.00385 3.12324 0.1 -0.1 0.1
H -0.94422 -2.96296 3.39353 -0.1 0.1 0.3
H -0.49646 -5.13020 2.43823 0.0 0.1 0.1
H 1.13766 -5.16651 3.02495 0.2 0.3 0.2
H -0.91397 -2.76534 1.16358 0.0 -0.2 0.1
H -0.72595 -4.22632 0.14064 0.0 -0.1 0.3
H 0.26294 -2.81623 -0.13657 0.1 0.0 0.1
H 0.42457 -4.59036 5.41783 0.0 0.0 0.0
H -1.05827 -4.95075 4.84652 0.0 0.0 0.0
C 3.94790 -1.04551 1.20887 0.0 0.3 -0.5
C 3.93250 -1.31376 -0.27630 -0.3 -0.5 -0.4
O 4.88016 -2.29460 -0.69913 0.1 0.2 0.0
H 4.90684 -0.61867 1.49772 0.0 0.0 0.1
H 3.76586 -1.95998 1.76927 -0.2 0.0 0.2
H 3.15319 -0.30806 1.35442 0.2 -0.1 0.5
H 4.14005 -0.39892 -0.83012 0.2 0.0 0.0
H 2.92833 -1.63803 -0.58222 0.0 0.1 0.0
H 4.57318 -3.15225 -0.39108 0.0 0.0 0.0
C -0.52462 4.55131 -3.23741 0.1 0.6 0.1
C -0.95402 3.22084 -2.68066 0.2 0.1 0.2
O -1.83509 2.60199 -3.60611 -0.3 0.1 0.0
H 0.26790 4.98639 -2.62047 0.0 -0.1 0.0
H -1.33782 5.28008 -3.23693 -0.1 -0.2 -0.1
H -0.13116 4.46467 -4.25202 -0.3 0.0 0.3
H -1.43415 3.38077 -1.70591 -0.1 -0.1 -0.1
H -0.06741 2.59989 -2.49842 -0.1 -0.1 0.0
H -2.25244 1.83818 -3.18969 0.2 -0.1 0.0
C 0.46858 0.23395 1.44814 -0.4 -0.1 -0.2
C -0.63050 0.31620 0.40757 0.2 -0.8 0.0
O -0.02251 0.29953 -0.87569 0.2 0.1 -0.1
H 1.20957 1.01970 1.30544 -0.1 0.1 0.1
H 0.96950 -0.72981 1.33843 0.0 0.1 0.0
H 0.01386 0.26947 2.43885 0.2 0.2 0.1
H -1.29214 1.17751 0.53829 0.1 0.1 0.0
H -1.22123 -0.60540 0.51793 -0.2 0.3 0.1
H -0.66734 -0.00331 -1.52224 -0.1 0.3 0.0
```
Forces are in eV/Å.

Output
* LUMO level: 0.4 eV
* relative energy (zero: lowest compared OMol25 entry of this formula, charge and spin): 9.5 kcal per mole
* SMILES: COC[C@H](C)N.COC[C@H](C)N.COC[C@H](C)N.COC[C@H](C)N.CCO.CCO.CCO

These are the Löwdin partial charges, in e, on atoms 1 to 5: atom 1 (C): -0.056, atom 2 (C): -0.422, atom 3 (C): -0.207, atom 4 (O): -0.167, atom 5 (C): -0.111

| no. | energy (eV) | gap between HOMO and LUMO (eV) |
| --- | --- | --- |
| 1 | -72872.11105 | 8.86 |
| 2 | -44109.56846 | 9.48 |